A molecular structure, C28H20B2N4O16V in a non-equilibrium geometry. Source: the Open Molecules 2025 dataset; level of theory: the ωB97M-V functional and the def2-TZVPD basis.

ORCA input file:
```
! wB97M-V def2-TZVPD RIJCOSX def2/J DEFGRID3
* xyz 0 4
V 21.17433 -15.04286 6.37342
O 12.80130 -14.60565 6.55881
C 13.86691 -14.98762 6.89654
O 14.96445 -14.36433 7.24649
B 16.01340 -15.26359 7.81184
O 15.43394 -16.58750 7.55230
C 14.17181 -16.41912 7.08296
O 13.41225 -17.32195 6.84466
O 16.34798 -15.09133 9.25094
C 17.59587 -14.70677 9.42446
O 18.14691 -14.40244 10.45292
C 18.23159 -14.84061 8.01058
O 17.29311 -15.08759 7.10729
O 19.42174 -14.56940 7.77882
O 14.72587 -16.39132 0.22610
C 15.23017 -16.11452 1.34720
O 16.36862 -15.68793 1.58717
B 16.51275 -15.43666 3.03582
O 15.27914 -15.94205 3.69575
C 14.51300 -16.37262 2.72273
O 13.43464 -16.87060 2.86791
O 17.74167 -15.95630 3.64457
C 18.43726 -15.03664 4.26269
O 19.51079 -15.21183 4.85370
C 17.64930 -13.74660 4.05607
O 16.58196 -14.02228 3.32101
O 18.02440 -12.68310 4.58255
N 22.44623 -14.39014 8.01276
C 21.93336 -14.55507 9.31496
C 22.43944 -14.05641 10.46170
C 23.64753 -13.34982 10.45726
C 24.19504 -12.99074 9.24526
C 23.59487 -13.56567 8.08391
H 20.99940 -15.03727 9.56314
H 21.97910 -14.29268 11.40967
H 24.04548 -13.05291 11.41637
H 25.14057 -12.46901 9.23238
H 24.01604 -13.30777 7.12344
N 20.85387 -17.19098 6.82213
C 19.82758 -17.97787 6.44162
C 19.69652 -19.33562 6.65084
C 20.76677 -20.00602 7.21340
C 21.90236 -19.28186 7.51050
C 21.92209 -17.88078 7.36872
H 18.91744 -17.46362 6.17033
H 18.78555 -19.83712 6.35928
H 20.70516 -21.08375 7.18025
H 22.72751 -19.86442 7.89278
H 22.76944 -17.26142 7.62321
N 21.49730 -13.06734 5.60306
C 20.83788 -11.94475 6.05317
C 21.14573 -10.61931 5.77147
C 22.29488 -10.39276 4.99180
C 22.95610 -11.38319 4.42119
C 22.47814 -12.68901 4.70703
H 19.90118 -12.14384 6.55254
H 20.57964 -9.81425 6.21621
H 22.65698 -9.38357 4.86212
H 23.88391 -11.34849 3.86950
H 23.11261 -13.50487 4.39366
N 22.87356 -15.91990 5.12473
C 22.67081 -16.84817 4.19139
C 23.67111 -17.63040 3.55616
C 25.00590 -17.40693 3.82844
C 25.31227 -16.36506 4.68915
C 24.22974 -15.67528 5.31568
H 21.63463 -16.91956 3.89532
H 23.36116 -18.30780 2.77421
H 25.68543 -18.05570 3.29576
H 26.32622 -16.09776 4.94770
H 24.51694 -14.91784 6.02998
*
```

**HOMO-LUMO gap (alpha / beta)**: 0.271 / 0.264 Eh
**Lowest unoccupied orbital energy (alpha / beta)**: -1.27 / -1.48 eV
**Relative energy (zero: lowest compared OMol25 entry of this formula, charge and spin)**: 4.021 eV
**HOMO (alpha / beta)**: -8.65 / -8.65 eV

=====

A molecular structure, C28H20BiCl2F11N4O in a non-equilibrium geometry. Source: the Open Molecules 2025 dataset; level of theory: the ωB97M-V functional and the def2-TZVPD basis.

ORCA input file:
```
! wB97M-V def2-TZVPD RIJCOSX def2/J DEFGRID3
* xyz 0 1
Bi 0.28053 -0.63113 -0.61065
F 2.73150 4.33472 -0.74484
C 2.58162 3.19497 -0.05595
C 1.73607 2.21461 -0.53868
C 1.58401 1.03896 0.17097
C 2.24868 0.84062 1.39471
C 3.08025 1.86974 1.83630
F 3.72563 1.78303 3.01826
C 3.27133 3.03761 1.12781
C 2.00268 -0.40109 2.15131
C 2.74586 -0.82664 3.25258
C 2.39022 -1.99850 3.89714
C 1.30268 -2.73081 3.44758
C 0.64707 -2.27279 2.32338
N 0.98832 -1.14985 1.70431
H 1.19320 2.36298 -1.45995
H 3.91858 3.81229 1.51347
H 3.61000 -0.27907 3.58631
H 2.97158 -2.34440 4.74141
H 0.99494 -3.64620 3.93152
H -0.17846 -2.82441 1.88482
C -0.93496 0.93230 5.06666
C -1.70544 -0.22116 4.96351
C -2.12689 -0.66567 3.72563
C -1.78029 0.04931 2.57561
C -1.03477 1.22239 2.68588
C -0.61290 1.65836 3.92848
N -2.08158 -0.37328 1.27224
N -2.93693 -1.27208 1.17562
C -3.24401 -1.69570 -0.12854
C -4.12264 -2.77125 -0.23729
C -4.45022 -3.22543 -1.50447
C -3.89072 -2.60085 -2.60710
C -3.03231 -1.52587 -2.39576
N -2.72063 -1.08081 -1.19024
H -0.58966 1.26343 6.03727
H -1.97959 -0.77132 5.85417
H -2.71099 -1.56932 3.62091
H -0.80644 1.77234 1.78159
H -0.02625 2.56387 4.01433
H -4.51310 -3.22832 0.66080
H -5.13746 -4.05115 -1.63148
H -4.11402 -2.93278 -3.61113
H -2.57744 -0.99778 -3.22764
Cl -1.54101 2.19601 -1.07396
C -2.94192 3.28219 -1.15072
Cl -4.39759 2.50191 -0.51726
H -3.11223 3.53534 -2.19018
H -2.73602 4.15864 -0.54830
C 2.51982 1.07838 -3.56114
C 1.09965 0.52229 -3.72035
O 0.33153 0.47495 -2.58498
C 0.31607 1.46320 -4.67820
F -0.82845 0.90691 -5.11640
F -0.01864 2.59794 -4.03509
F 1.02626 1.83558 -5.76222
C 1.17695 -0.87899 -4.40054
F 2.27345 -1.55315 -4.02201
F 1.22210 -0.81185 -5.74665
F 0.11519 -1.64175 -4.07896
H 2.47264 2.14557 -3.35265
H 3.10027 0.92560 -4.47016
H 3.01023 0.57388 -2.73225
F 1.99407 -3.06598 -1.73425
C 2.23917 -2.04898 -0.87640
F 3.34147 -1.40021 -1.32499
F 2.63994 -2.66134 0.27679
*
```

**HOMO-LUMO gap**: 0.283 Eh
**Lowest unoccupied orbital energy**: -1.13 eV
**Relative energy (zero: lowest compared OMol25 entry of this formula, charge and spin)**: 0.499 eV
**HOMO**: -8.82 eV

=====

A molecular structure, C28H20Br2IrN5OS2 in a non-equilibrium geometry. Source: the Open Molecules 2025 dataset; level of theory: the ωB97M-V functional and the def2-TZVPD basis.

ORCA input file:
```
! wB97M-V def2-TZVPD RIJCOSX def2/J DEFGRID3
* xyz 1 2
Ir 0.10635 -1.74501 -0.60898
N 4.12656 -2.03638 -2.42909
C 3.07916 -2.02767 -1.59781
S 2.03847 -3.42784 -1.57971
N 2.91765 -1.05337 -0.74133
N 1.80223 -0.97387 -0.05483
C 1.74956 -0.26325 1.11487
C 2.72193 0.76071 1.40844
C 3.21689 1.55521 0.36106
C 4.12959 2.55710 0.61240
C 4.56825 2.79647 1.90883
C 4.09841 2.00549 2.94941
C 3.19186 0.99553 2.70930
C 0.64638 -0.61201 1.92992
C 0.30190 0.03658 3.13464
C -0.71577 -0.44657 3.91255
C -1.42417 -1.57191 3.46870
C -1.14014 -2.08143 2.21803
N -0.15937 -1.62893 1.43573
H 4.29607 -2.84067 -3.00774
H 4.80054 -1.29025 -2.41515
H 2.83783 1.40304 -0.63734
H 4.49312 3.16935 -0.19897
H 5.27927 3.58441 2.10485
H 4.44870 2.17469 3.95671
H 2.88629 0.34090 3.51043
H 0.83968 0.91936 3.42968
H -0.98183 0.03455 4.84040
H -2.20386 -2.00864 4.07295
H -1.71677 -2.91016 1.82917
Br 0.70977 0.37056 -5.06322
C -0.80583 -0.56239 -4.46187
C -1.98259 -0.61874 -5.18876
C -3.05739 -1.34956 -4.71734
Br -4.65338 -1.34219 -5.72913
C -3.00909 -2.04379 -3.47807
C -4.03612 -2.84547 -2.94789
C -3.86736 -3.40195 -1.69443
C -2.70243 -3.15019 -0.97627
N -1.70299 -2.41401 -1.45088
C -1.83772 -1.89969 -2.70232
C -0.69509 -1.19528 -3.20480
O 0.37386 -1.17287 -2.51246
H -2.05717 -0.08268 -6.12082
H -4.93206 -3.02193 -3.52231
H -4.63568 -4.02110 -1.25749
H -2.56289 -3.56268 0.01329
S -0.55098 1.19428 -0.75771
C -1.10636 2.22554 0.52226
C -0.22201 2.80003 1.44155
C -0.70346 3.66012 2.40785
C -2.05717 3.96314 2.47425
C -2.93469 3.40672 1.55326
C -2.46849 2.54262 0.58397
H 0.83313 2.58531 1.37704
H -0.02019 4.11400 3.10775
H -2.42690 4.63385 3.23470
H -3.98406 3.65594 1.57834
H -3.13943 2.11696 -0.14560
*
```

**HOMO-LUMO gap (alpha / beta)**: 0.204 / 0.152 Eh
**Lowest unoccupied orbital energy (alpha / beta)**: -4.46 / -5.83 eV
**Relative energy (zero: lowest compared OMol25 entry of this formula, charge and spin)**: 1.206 eV
**HOMO (alpha / beta)**: -10.02 / -9.97 eV

=====

A molecular structure, C28H20Cl5FN6O11W in a non-equilibrium geometry. Source: the Open Molecules 2025 dataset; level of theory: the ωB97M-V functional and the def2-TZVPD basis.

ORCA input file:
```
! wB97M-V def2-TZVPD RIJCOSX def2/J DEFGRID3
* xyz 2 1
W 0.98871 -2.67096 2.05022
Cl 2.56533 4.08838 0.07936
C 1.61587 2.67727 0.26724
C 1.35101 2.20447 1.65539
Cl 1.70015 3.27094 2.94871
C 1.03585 0.91747 1.89791
Cl 1.35995 0.14649 3.38954
C 0.56145 0.00823 0.79437
O -0.82421 -2.00537 2.20161
C 0.37644 0.83161 -0.47145
Cl -1.30466 0.88016 -0.59337
C 1.25220 1.92598 -0.79295
Cl 1.84016 2.20007 -2.38454
C -4.46327 -2.20355 -3.26617
C -4.43921 -1.39393 -1.98436
N -3.04618 -1.08524 -1.49625
C -2.31281 -2.27068 -1.14030
C -1.60100 -2.48001 -0.04045
C -0.79159 -3.78617 -0.05866
O -1.04949 -4.66656 -0.80932
O 0.28649 -3.86289 0.76729
C -1.38685 -1.57488 1.05883
O 1.23711 -1.22697 0.76339
C -0.90318 -0.35716 0.74846
C -2.28299 1.90157 0.53027
C -2.32100 3.14034 0.05665
F -2.82600 4.10851 0.80513
C -1.79765 3.42113 -1.27795
C -1.34038 2.31315 -1.87966
C -2.73593 0.17077 -1.61292
N -1.77939 4.69787 -1.84134
C -2.11367 5.94948 -1.17710
C -1.07029 7.00904 -1.49862
N -0.95038 7.17025 -2.98925
C -0.59852 5.86191 -3.64079
C -1.65887 4.83526 -3.28144
H -5.49504 -2.28231 -3.60491
H -4.08883 -3.21662 -3.13301
H -3.88581 -1.71028 -4.04803
H -4.90394 -1.92339 -1.15251
H -4.91753 -0.42688 -2.11382
H -2.37698 -3.05653 -1.87833
H -2.60895 1.49625 1.47289
H -1.20238 2.06933 -2.91865
H -2.11647 5.83430 -0.10174
H -3.11123 6.29758 -1.47665
H -0.08726 6.70663 -1.13981
H -1.33384 7.97576 -1.07407
H -0.24646 7.87712 -3.21079
H -1.83759 7.51240 -3.36874
H 0.37706 5.56981 -3.25383
H -0.53451 6.02154 -4.71532
H -1.36733 3.89559 -3.73706
H -2.62620 5.12427 -3.71471
O 3.91347 -8.32187 4.87473
N 4.73000 -7.69892 4.23416
O 5.87608 -8.02042 4.02500
C 4.27436 -6.41865 3.64612
C 2.94795 -6.06351 3.79219
C 2.57642 -4.87377 3.21179
C 3.43329 -4.08431 2.44045
O 2.86199 -3.05734 1.78699
C 4.77589 -4.45961 2.37615
C 5.19276 -5.63253 2.97669
N 5.77921 -3.66133 1.64254
O 5.39597 -2.64236 1.11022
O 6.91174 -4.08273 1.63712
N 1.25755 -4.31935 3.24961
O 1.20965 -3.00951 3.90108
O 0.17215 -4.94815 3.23420
H 2.25382 -6.68090 4.34545
H 6.22779 -5.93526 2.90709
*
```

**HOMO-LUMO gap (alpha / beta)**: 0.242 / 0.242 Eh
**Lowest unoccupied orbital energy (alpha / beta)**: -6.60 / -6.60 eV
**Relative energy (zero: lowest compared OMol25 entry of this formula, charge and spin)**: 18.680 eV
**HOMO (alpha / beta)**: -13.19 / -13.19 eV

=====

A molecular structure, C28H20CuF12N6O16S4 in a non-equilibrium geometry. Source: the Open Molecules 2025 dataset; level of theory: the ωB97M-V functional and the def2-TZVPD basis.

ORCA input file:
```
! wB97M-V def2-TZVPD RIJCOSX def2/J DEFGRID3
* xyz 0 2
Cu 18.56805 -6.46873 -6.46877
C 16.57974 -10.58074 -6.43491
F 17.09545 -11.27866 -5.47487
F 16.06187 -11.37880 -7.36434
F 15.63652 -9.79484 -5.90808
S 18.07505 -9.52010 -7.23925
O 19.22490 -9.35312 -6.29084
O 18.43145 -10.25567 -8.44168
N 17.49946 -7.86806 -7.55300
S 16.64511 -8.05200 -8.82577
O 17.17782 -7.42395 -10.04798
O 15.98255 -9.34537 -9.07982
C 15.14117 -6.92839 -8.34119
F 14.65812 -7.39673 -7.20035
F 15.45205 -5.65973 -8.29548
F 14.15319 -7.05084 -9.21806
C 20.92687 -5.90451 -2.90175
F 20.12650 -4.79564 -3.03019
F 22.10478 -5.48797 -3.36295
F 21.04729 -6.30148 -1.62419
S 20.26519 -7.40347 -3.94793
O 21.02813 -7.39264 -5.19430
O 20.40315 -8.62188 -3.11456
N 18.64269 -6.92143 -4.42085
S 17.86221 -7.64657 -3.20955
O 17.58911 -9.03981 -3.44508
O 18.21151 -7.27607 -1.86387
C 16.10986 -6.78144 -3.42454
F 15.28433 -7.53864 -2.73931
F 16.17557 -5.60194 -2.82170
F 15.76735 -6.71825 -4.69570
C 14.11261 -0.92253 -4.88592
C 13.83380 -2.21016 -5.27506
C 14.90717 -3.16397 -5.41723
C 16.22919 -2.66460 -5.21354
C 16.42542 -1.31795 -4.97280
C 15.46452 -0.45073 -4.77282
N 17.40364 -3.56024 -5.28435
O 17.26129 -4.61813 -5.91663
O 18.50663 -3.22815 -4.86974
H 13.25686 -0.26683 -4.82148
H 12.79240 -2.49566 -5.29456
H 14.80143 -4.23076 -5.54834
H 17.47102 -1.04757 -4.96910
H 15.64087 0.58633 -4.52829
C 25.00757 -3.01824 -6.17005
C 24.18477 -2.01290 -6.59008
C 22.83893 -2.25561 -6.76992
C 22.23960 -3.55288 -6.55844
C 23.13493 -4.59895 -6.13875
C 24.47609 -4.29449 -5.96053
N 20.77102 -3.71983 -6.69096
O 20.16927 -2.81244 -7.28273
O 20.23426 -4.77740 -6.38093
H 26.04799 -2.88425 -5.91318
H 24.57387 -1.00897 -6.67447
H 22.25866 -1.36787 -6.97384
H 22.81275 -5.61348 -5.95623
H 25.15094 -5.06240 -5.61228
C 24.72849 -9.04255 -7.55065
C 24.90942 -7.71103 -8.02769
C 23.81601 -6.98487 -8.35825
C 22.56981 -7.46290 -8.15505
C 22.37473 -8.73324 -7.54303
C 23.45943 -9.54441 -7.24736
N 21.37149 -6.62581 -8.41226
O 20.24580 -7.02236 -8.04216
O 21.51330 -5.61670 -9.12070
H 25.68409 -9.54060 -7.47873
H 25.91312 -7.31500 -8.07401
H 24.01670 -5.99942 -8.75201
H 21.45382 -9.25020 -7.31703
H 23.35913 -10.53049 -6.81841
C 18.21505 -4.07241 -13.40850
C 18.83695 -5.01204 -12.59488
C 18.92757 -4.85737 -11.20969
C 18.07023 -3.99476 -10.53378
C 17.32133 -3.04884 -11.33634
C 17.45080 -3.09919 -12.76455
N 18.01071 -4.00735 -9.06286
O 18.38211 -5.02002 -8.43191
O 17.47352 -3.08190 -8.46965
H 18.26255 -4.08283 -14.48741
H 19.59858 -5.64007 -13.03295
H 19.66871 -5.47196 -10.72042
H 16.71518 -2.33637 -10.79654
H 17.10621 -2.25464 -13.34281
*
```

**HOMO-LUMO gap (alpha / beta)**: 0.311 / 0.230 Eh
**Lowest unoccupied orbital energy (alpha / beta)**: -1.43 / -3.63 eV
**Relative energy (zero: lowest compared OMol25 entry of this formula, charge and spin)**: 3.586 eV
**HOMO (alpha / beta)**: -9.90 / -9.90 eV

=====

A molecular structure, C28H21AsCoF6SSb. Source: the Open Molecules 2025 dataset; level of theory: the ωB97M-V functional and the def2-TZVPD basis.

ORCA input file:
```
! wB97M-V def2-TZVPD RIJCOSX def2/J DEFGRID3
* xyz 1 2
Co -0.17264 -0.38938 -0.17256
S 1.16247 0.05457 1.46213
C 2.07427 1.42325 0.98692
C 3.19086 1.77538 1.77086
C 3.95127 2.87333 1.42660
C 3.59892 3.64740 0.32364
C 2.47858 3.32505 -0.44477
C 1.72520 2.21464 -0.13071
As 0.08637 1.72701 -1.03163
C 0.42869 1.56434 -2.91565
C 1.69609 1.76051 -3.45076
C 1.89276 1.59760 -4.81404
C 0.83368 1.23440 -5.63276
C -0.42735 1.02286 -5.09300
C -0.63346 1.17902 -3.73165
C -0.99373 3.30690 -0.77220
C -0.72366 4.15885 0.29487
C -1.49420 5.29456 0.48164
C -2.53479 5.58033 -0.39229
C -2.79832 4.73433 -1.45860
C -2.02886 3.59638 -1.65337
H 3.44425 1.17150 2.63250
H 4.81604 3.13830 2.01866
H 4.18965 4.51616 0.06578
H 2.19547 3.96162 -1.27398
H 2.53488 2.01750 -2.81844
H 2.87822 1.74707 -5.23379
H 0.99378 1.10427 -6.69440
H -1.24913 0.72158 -5.72824
H -1.61258 0.97941 -3.31329
H 0.09252 3.95546 0.97768
H -1.27990 5.95794 1.30874
H -3.13571 6.46732 -0.24414
H -3.60197 4.95857 -2.14674
H -2.23774 2.95485 -2.49842
C -5.25236 -2.32550 0.94951
C -4.12246 -2.79149 0.25149
C -2.96882 -2.06161 0.22118
C -2.85934 -0.81130 0.88369
C -1.68991 0.02048 0.90085
C -1.68032 1.15153 1.67890
C -2.79802 1.55663 2.43800
C -3.93838 0.81979 2.39044
C -3.99391 -0.37104 1.62759
C -5.17947 -1.14509 1.62701
H -6.16152 -2.91106 0.95939
H -4.16148 -3.74495 -0.25827
H -2.12631 -2.47626 -0.29792
H -0.81214 1.79846 1.70835
H -2.73748 2.45920 3.03150
H -4.82006 1.12174 2.94160
H -6.02623 -0.77952 2.19447
F -0.97062 -1.17394 -1.83648
Sb 0.46164 -2.55829 -1.95500
F -0.80750 -3.89883 -2.05241
F 0.65740 -2.27155 -3.77067
F 1.94053 -3.63422 -1.70395
F 1.48066 -0.96544 -1.50069
F 0.17404 -2.39036 0.02704
*
```

**HOMO-LUMO gap (alpha / beta)**: 0.245 / 0.159 Eh
**Lowest unoccupied orbital energy (alpha / beta)**: -4.04 / -6.37 eV
**Relative energy (zero: lowest compared OMol25 entry of this formula, charge and spin)**: 0.000 eV
**HOMO (alpha / beta)**: -10.71 / -10.69 eV